1.
Molecular formula: C19H19EuN4O4S
Method: DFT, the ωB97M-V functional and the def2-TZVPD basis

Output
* gap between HOMO and LUMO (alpha / beta): 0.15432 / 0.15497 Ha
* net charge: -1
* expectation value of S²: 15.76
* 2S+1: 8
* ΔE to the lowest compared entry with this formula, charge and spin: 92.61 kJ/mol

Each line ends with the natural charge from an NBO analysis.
Atoms and positions in Å:
1 Eu 0.11927 0.36647 -0.45256  1.41
2 C 1.64020 -0.33363 -3.03857  -0.38
3 C 2.81243 0.17897 -2.41611  -0.38
4 C 3.28286 -0.79900 -1.53566  -0.34
5 C 2.38365 -1.88309 -1.53498  -0.36
6 C 1.37184 -1.59490 -2.47029  -0.38
7 H 1.05955 0.16742 -3.78481  0.21
8 H 3.29742 1.10877 -2.68265  0.20
9 H 4.11643 -0.68375 -0.85820  0.19
10 H 2.47664 -2.78201 -0.95493  0.20
11 H 0.57902 -2.26755 -2.77075  0.21
12 N -0.41506 0.20097 2.17783  -0.89
13 C 0.67408 0.27677 3.07400  0.27
14 C 0.77569 -0.40723 4.28278  -0.28
15 C 1.81384 -0.09414 5.15931  -0.19
16 C 2.74026 0.89810 4.84372  -0.21
17 C 2.76373 1.47755 3.58274  -0.09
18 C 3.70067 2.45256 3.13267  -0.13
19 C 3.74163 2.87648 1.81870  -0.26
20 C 2.78038 2.34707 0.94079  0.08
21 N 1.81951 1.49152 1.32085  -0.46
22 C 1.76014 1.09453 2.63394  0.12
23 H -1.12826 -0.50340 2.36497  0.40
24 H -0.90790 1.09024 2.02519  0.44
25 H 0.00583 -1.13626 4.56519  0.22
26 H 1.92250 -0.64036 6.07772  0.21
27 H 3.48549 1.23113 5.54242  0.21
28 H 4.45080 2.81075 3.83987  0.21
29 H 4.47071 3.61166 1.46800  0.23
30 H 2.80582 2.62293 -0.11947  0.21
31 O -3.98030 1.48288 -2.01791  -0.72
32 C -2.79615 1.61319 -1.78343  0.70
33 O -1.67697 1.21022 -2.16078  -0.84
34 C -2.42300 2.85325 -0.37475  0.70
35 O -3.10120 3.83501 -0.27125  -0.69
36 O -1.42589 2.32104 0.19185  -0.89
37 S -1.82180 -2.01877 -0.09831  -0.35
38 C -2.90048 -2.13993 -1.43708  0.36
39 N -2.78102 -1.49628 -2.62457  -0.58
40 C -3.82516 -1.82527 -3.59198  -0.23
41 C -4.77186 -2.70965 -2.77350  -0.22
42 N -4.04684 -2.88005 -1.52244  -0.60
43 H -2.09619 -0.76375 -2.80023  0.46
44 H -3.37048 -2.33627 -4.44228  0.19
45 H -4.33927 -0.89285 -3.93955  0.24
46 H -4.96953 -3.68941 -3.24649  0.19
47 H -5.72807 -2.21041 -2.55235  0.20
48 H -4.34495 -3.53152 -0.78666  0.41


2.
Molecular formula: C26H46FN3O9P2S
Method: DFT, the ωB97M-V functional and the def2-TZVPD basis

Output
* gap between HOMO and LUMO: 0.29016 Ha
* SMILES string: CC[C@@H](F)[C@H](N)OC[C@@](CCCCN(C)C(C)=O)(O[C@](CON=O)(COc1cc(C)ccc1C(C)C)[PH2]=S)P(=O)(O)O
* 2S+1: 1

Each line ends with the Löwdin charge.
Atoms and positions in Å:
1 C 2.47322 2.02533 2.77041  -0.09
2 C 1.59376 0.83017 3.30973  -0.18
3 C 1.87391 -0.55352 2.63030  -0.24
4 F 2.75794 -1.25962 3.51722  -0.06
5 C 0.52682 -1.37604 2.62070  -0.35
6 N 0.77068 -2.84310 2.51240  0.10
7 O -0.44810 -0.89877 1.70180  -0.11
8 C 0.06889 -0.86094 0.35758  -0.12
9 C -1.10453 -1.09929 -0.69669  -0.38
10 C -1.69127 -2.53648 -0.23305  -0.12
11 C -0.73079 -3.74716 -0.47127  -0.21
12 C -1.06025 -4.87168 0.61347  -0.16
13 C -0.17328 -6.12071 0.23092  -0.21
14 N 1.17378 -6.10113 0.85303  -0.12
15 C 1.60776 -7.53111 0.93361  -0.09
16 C 2.17205 -5.45170 0.00849  -0.47
17 C 2.40836 -5.74633 -1.51067  0.00
18 O 2.90991 -4.64277 0.52986  0.08
19 O -2.22536 -0.26223 -0.51321  -0.12
20 C -2.24698 1.03285 -1.05368  -0.49
21 C -3.10748 0.99539 -2.40991  -0.16
22 O -3.07173 2.24466 -3.12092  -0.13
23 N -4.34495 2.79458 -3.25529  -0.01
24 O -4.28426 3.89507 -2.83609  0.06
25 C -0.94072 1.87890 -1.14866  -0.13
26 O -0.62494 2.55336 0.12972  -0.15
27 C 0.27465 3.59113 -0.19026  -0.20
28 C 1.54491 3.33485 -0.88239  0.01
29 C 2.48879 4.35924 -1.27676  -0.24
30 C 3.77380 3.89355 -2.04935  -0.07
31 C 2.20496 5.75976 -0.98285  -0.04
32 C 0.97185 6.04649 -0.26233  -0.02
33 C 0.01084 5.00959 0.14372  -0.10
34 C -1.24262 5.51197 0.91852  -0.34
35 C -1.70565 4.56227 2.10502  -0.09
36 C -2.45093 5.94084 -0.04589  -0.07
37 P -3.39089 2.03284 0.14162  0.49
38 S -3.23789 1.34718 1.95247  0.21
39 P -0.50194 -1.40322 -2.43128  0.66
40 O -0.39552 -0.21924 -3.33431  -0.29
41 O 1.01088 -2.13605 -2.46131  -0.16
42 O -1.52407 -2.49872 -3.20417  -0.16
43 H 2.62556 2.84238 3.51837  0.08
44 H 1.90028 2.48637 1.91491  0.06
45 H 3.43130 1.60573 2.36927  0.08
46 H 0.51045 1.08248 3.10924  0.11
47 H 1.65236 0.71449 4.42898  0.12
48 H 2.39698 -0.49311 1.64503  0.15
49 H 0.07689 -1.24325 3.64591  0.17
50 H 0.91420 -3.16938 3.47181  0.09
51 H 1.62996 -3.00099 1.97093  0.06
52 H 0.88657 -1.62524 0.25027  0.12
53 H 0.56142 0.13932 0.24743  0.12
54 H -2.11001 -2.49330 0.80000  0.14
55 H -2.58277 -2.68486 -0.91186  0.13
56 H 0.36349 -3.52744 -0.45179  0.08
57 H -0.93229 -4.24988 -1.46004  0.11
58 H -0.90837 -4.51518 1.65800  0.10
59 H -2.13806 -5.16081 0.47359  0.12
60 H -0.15978 -6.19367 -0.89586  0.11
61 H -0.71018 -7.04800 0.57635  0.12
62 H 1.05566 -8.08874 1.72494  0.10
63 H 1.51401 -8.01375 -0.08312  0.09
64 H 2.70431 -7.55450 1.20030  0.10
65 H 1.47508 -5.78593 -2.12462  0.07
66 H 2.94540 -6.72790 -1.60411  0.09
67 H 3.08899 -4.95186 -1.90839  0.09
68 H -2.89253 0.09225 -3.03430  0.12
69 H -4.17378 0.86300 -2.05954  0.10
70 H -0.99740 2.72003 -1.89677  0.15
71 H -0.01772 1.30756 -1.41463  0.10
72 H 1.79885 2.27901 -1.12356  0.11
73 H 4.14162 4.66497 -2.76703  0.07
74 H 4.60149 3.59661 -1.35624  0.08
75 H 3.51447 2.97935 -2.65546  0.08
76 H 2.89721 6.57501 -1.30004  0.11
77 H 0.75247 7.11433 -0.03717  0.11
78 H -0.93141 6.47522 1.41705  0.12
79 H -1.79536 5.19603 3.03427  0.08
80 H -2.68817 4.06963 1.94012  0.00
81 H -0.86920 3.84934 2.31563  0.07
82 H -2.44834 5.26811 -0.94129  0.06
83 H -3.38841 5.68657 0.52582  0.07
84 H -2.43600 7.02733 -0.29577  0.08
85 H -3.06430 3.40421 -0.02232  -0.02
86 H -4.75614 1.85094 -0.25684  0.00
87 H 1.40921 -1.96728 -3.33804  0.09
88 H -0.96165 -2.87540 -3.90974  0.08


3.
Molecular formula: C33H73BNO24
Method: DFT, the ωB97M-V functional and the def2-TZVPD basis

Output
* gap between HOMO and LUMO: 0.34288 Ha
* net charge: -1
* 2S+1: 1
* ΔE to the lowest compared entry with this formula, charge and spin: 0.00 kJ/mol

Each line ends with the Löwdin charge.
Atoms and positions in Å:
1 O -3.18920 -1.83551 3.25145  0.17
2 C -2.47059 -1.16197 2.59092  -0.39
3 O -1.63519 -1.57644 1.64038  0.23
4 B -0.92039 -0.40902 1.08302  -0.89
5 O -1.30812 0.72645 1.91626  0.21
6 C -2.26350 0.34842 2.75419  -0.39
7 O -2.84653 1.04425 3.52853  0.16
8 O -1.21157 -0.21829 -0.34731  0.23
9 C -0.09920 -0.35642 -1.02867  -0.38
10 O 0.01586 -0.20520 -2.21380  0.13
11 C 1.04168 -0.63393 -0.05488  -0.40
12 O 0.52972 -0.75210 1.15724  0.21
13 O 2.19597 -0.77636 -0.34342  0.14
14 C -2.21922 -1.79384 -4.41309  0.04
15 N -3.51937 -2.29619 -3.93874  -0.46
16 O -3.51533 -3.11098 -3.04626  0.07
17 O -4.53738 -1.84799 -4.43740  0.05
18 H -2.37249 -1.02984 -5.16424  0.10
19 H -1.61228 -2.64594 -4.70432  0.11
20 H -1.74497 -1.36858 -3.52570  0.08
21 C 2.29499 1.34456 3.02831  -0.10
22 O 3.15357 1.66784 4.08827  -0.16
23 C 2.57706 2.50301 5.04509  -0.25
24 C 3.47735 2.77985 6.23513  -0.22
25 O 4.78685 3.15215 5.93895  -0.18
26 C 4.93524 4.30108 5.11675  -0.09
27 H 2.05532 2.23525 2.42754  0.09
28 H 1.29963 1.02847 3.35861  0.09
29 H 2.74243 0.61631 2.36114  0.09
30 H 1.57869 2.13628 5.31748  0.13
31 H 2.37056 3.48327 4.57333  0.10
32 H 3.55633 1.83821 6.79306  0.13
33 H 3.03601 3.47773 6.96172  0.12
34 H 6.00260 4.47604 5.02135  0.09
35 H 4.38421 5.14075 5.54706  0.09
36 H 4.56269 4.06523 4.11575  0.08
37 C -2.22468 3.14711 -3.96900  -0.10
38 O -3.05114 3.20515 -2.84027  -0.15
39 C -2.45857 2.68024 -1.68527  -0.22
40 C -3.47535 2.15181 -0.69949  -0.19
41 O -4.57415 1.53152 -1.36280  -0.14
42 C -4.15513 0.22441 -1.70047  -0.11
43 H -2.80621 3.15893 -4.88769  0.09
44 H -1.63031 2.23058 -3.94702  0.05
45 H -1.49322 3.96529 -3.97143  0.09
46 H -1.79556 3.39477 -1.17386  0.13
47 H -1.76955 1.88081 -1.99799  0.10
48 H -3.99100 2.98869 -0.21886  0.13
49 H -2.98041 1.60985 0.10546  0.11
50 H -3.39187 0.23775 -2.49170  0.08
51 H -4.86063 -0.45676 -2.18716  0.08
52 H -3.79252 -0.29795 -0.81423  0.09
53 C 4.68772 -6.29863 5.79094  -0.13
54 O 3.83373 -5.57700 4.94048  -0.17
55 C 3.62207 -6.21379 3.69366  -0.21
56 C 3.35736 -5.17889 2.61255  -0.22
57 O 2.01428 -4.76592 2.74993  -0.21
58 C 1.46350 -4.01340 1.65512  -0.06
59 H 4.40041 -7.35247 5.87981  0.09
60 H 4.61679 -5.77560 6.74889  0.09
61 H 5.74197 -6.23578 5.48260  0.09
62 H 2.71501 -6.83182 3.68969  0.13
63 H 4.41867 -6.91827 3.43448  0.12
64 H 3.46465 -5.68420 1.64254  0.12
65 H 3.99705 -4.29237 2.65278  0.13
66 H 1.99202 -4.21279 0.71950  0.09
67 H 1.64253 -2.97647 1.95142  0.08
68 H 0.41126 -4.28153 1.67141  0.09
69 C 1.99446 4.69190 -5.89299  -0.10
70 O 1.99169 3.29868 -6.13060  -0.20
71 C 1.27364 2.91209 -7.26903  -0.22
72 C 1.15777 1.39613 -7.30301  -0.20
73 O 0.09834 0.89812 -6.51617  -0.17
74 C 0.32453 0.90631 -5.12949  -0.11
75 H 0.97184 5.04146 -5.72179  0.09
76 H 2.40351 5.20408 -6.77236  0.09
77 H 2.64810 4.88390 -5.04772  0.09
78 H 1.74422 3.24742 -8.20994  0.12
79 H 0.29367 3.41362 -7.24441  0.13
80 H 2.10258 0.89253 -7.08202  0.13
81 H 0.89026 1.13775 -8.33059  0.12
82 H 1.25082 0.37893 -4.86850  0.07
83 H -0.49812 0.41105 -4.61760  0.05
84 H 0.41941 1.91117 -4.70804  0.09
85 C 0.33079 5.83979 5.70218  -0.13
86 O -0.70723 5.99754 4.77933  -0.16
87 C -0.17226 6.17896 3.47643  -0.23
88 C -1.30940 6.25147 2.48191  -0.19
89 O -2.16245 5.12092 2.57867  -0.16
90 C -1.53120 3.89151 2.35297  -0.12
91 H 1.02570 6.68490 5.70776  0.09
92 H 0.89179 4.90759 5.55038  0.07
93 H -0.02510 5.69243 6.72408  0.09
94 H 0.58395 5.40816 3.29501  0.11
95 H 0.41650 7.10759 3.43500  0.12
96 H -0.92085 6.42020 1.47101  0.12
97 H -1.99614 7.05179 2.76040  0.13
98 H -0.94812 3.93967 1.41986  0.09
99 H -2.27628 3.11507 2.18773  0.07
100 H -0.89997 3.47812 3.14718  0.09
101 C -5.96869 -3.19470 -0.16827  -0.11
102 O -5.45581 -4.07780 0.79723  -0.18
103 C -6.27586 -4.23878 1.93080  -0.20
104 C -6.36885 -2.90562 2.70965  -0.19
105 O -7.67226 -2.45852 3.05274  -0.19
106 C -8.33901 -3.25202 3.99966  -0.13
107 H -7.06135 -3.29895 -0.18583  0.10
108 H -5.71781 -3.51228 -1.18473  0.08
109 H -5.60387 -2.17099 -0.08480  0.08
110 H -5.80757 -4.94803 2.60821  0.12
111 H -7.27683 -4.58958 1.65522  0.12
112 H -5.90010 -2.07617 2.18921  0.12
113 H -5.80679 -3.00838 3.64725  0.12
114 H -7.86499 -3.10396 4.97646  0.09
115 H -8.38906 -4.31908 3.75269  0.08
116 H -9.37527 -2.91305 4.01734  0.08
117 C 3.32497 -1.00185 -3.61189  -0.08
118 O 3.86069 -2.01565 -4.47128  -0.20
119 C 5.25408 -1.92226 -4.53480  -0.25
120 C 5.88763 -2.98463 -5.40763  -0.20
121 O 5.78797 -4.30733 -4.90486  -0.19
122 C 4.50255 -4.86156 -4.65412  -0.09
123 H 2.26051 -1.20351 -3.51234  0.08
124 H 3.37744 -0.01501 -4.08415  0.08
125 H 3.86474 -1.06008 -2.66797  0.09
126 H 5.74577 -2.02748 -3.55586  0.13
127 H 5.58797 -0.93109 -4.87515  0.13
128 H 6.95555 -2.78483 -5.50506  0.12
129 H 5.55379 -2.97920 -6.45291  0.12
130 H 3.92905 -4.12035 -4.09993  0.07
131 H 4.61242 -5.79833 -4.11890  0.08
132 H 3.95229 -5.01955 -5.58935  0.09


4.
Molecular formula: C2H5FN2
Method: DFT, the ωB97M-V functional and the def2-TZVPD basis

Output
* gap between HOMO and LUMO: 0.39921 Ha
* SMILES string: [H]/N=C(/N)CF
* 2S+1: 1
* ΔE to the lowest compared entry with this formula, charge and spin: 36.56 kJ/mol

Each line ends with the natural charge from an NBO analysis.
Atoms and positions in Å:
1 H 1.10194 0.56627 1.88852  0.34
2 N 1.39702 0.49487 0.94078  -0.66
3 C 0.49006 0.15147 0.14996  0.40
4 N 0.78250 -0.16969 -1.21495  -0.81
5 C -0.92576 -0.28525 0.43544  -0.04
6 F -1.68878 0.37226 -0.57550  -0.38
7 H 1.32850 0.58859 -1.55349  0.39
8 H -0.07718 -0.33801 -1.60968  0.37
9 H -0.92201 -1.33130 0.23171  0.18
10 H -1.48626 -0.04921 1.30720  0.20